The following is a DFT calculation (the ωB97M-V functional and the def2-TZVPD basis) of a structure of composition AgI in a non-equilibrium geometry.

Summary:
Energy, Eh: -444.6523
Relative energy (zero: lowest compared OMol25 entry of this formula, charge and spin), kcal per mole: 0.0
HOMO-LUMO gap, eV: 6.73

The geometry in ORCA input format:
```
! RIJCOSX wB97M-V def2-TZVPD def2/J DEFGRID3
* xyz 0 1
I -0.76 -0.72 0.98
Ag 0.76 0.72 -0.98
*
```

The Löwdin scheme yields these atomic charges, measured in e: I -0.38; Ag 0.38